Density functional theory data (ωB97M-V/def2-TZVPD) for a 3-piece molecular cluster, C4H8N2 overall at a distorted geometry.

Values from the calculation:
* LUMO (alpha / beta): 0.023 / 0.015 hartree
* ΔE to the lowest compared entry with this formula, charge and spin: 732.19 kJ/mol
* gap between HOMO and LUMO (alpha / beta): 7.87 / 7.57 eV
* multiplicity: 1

Cartesian coordinates (Å):
1 C 0.2605 0.3954 0.6206
2 N 0.1810 0.3548 -0.6843
3 C 2.4969 0.3783 0.1147
4 C -1.9656 0.2815 -0.2332
5 C -2.4164 -0.9504 -0.1072
6 N 3.1016 -0.6015 -0.3436
7 H 0.1869 1.2917 -1.0861
8 H 2.5053 -1.3317 -0.7436
9 H 0.1422 1.3030 1.2133
10 H 0.2578 -0.5487 1.1579
11 H 3.0327 1.2385 0.5392
12 H -2.5683 1.1819 -0.3245
13 H -1.7352 -1.7964 -0.0391
14 H -3.4794 -1.1963 -0.0841



Density functional theory data (ωB97M-V/def2-TZVPD) for C4H8N2 in the gas phase at a distorted geometry.

Values from the calculation:
* LUMO: 0.019 hartree
* SMILES string: [H]/N=C(C)/C=N/C
* ΔE to the lowest compared entry with this formula, charge and spin: 170.01 kJ/mol
* gap between HOMO and LUMO: 10.24 eV
* multiplicity: 1

Cartesian coordinates (Å):
1 H 3.1458 -0.8434 0.1863
2 N 2.2133 -1.2431 0.2971
3 C 1.2755 -0.4556 0.0048
4 C 1.2978 1.2460 -0.1063
5 C -0.1126 -0.8465 0.1372
6 N -0.9623 0.0905 -0.0070
7 C -2.3673 -0.1864 -0.0641
8 H 2.2647 1.4873 -0.5395
9 H 1.2448 1.5600 0.9324
10 H 0.5944 1.8154 -0.7059
11 H -0.3535 -1.9136 0.1070
12 H -2.8225 0.5269 -0.7532
13 H -2.8184 -0.0356 0.9194
14 H -2.5997 -1.2019 -0.4084



Density functional theory data (ωB97M-V/def2-TZVPD) for C4H8N2 in the gas phase at a distorted geometry.

Values from the calculation:
* LUMO: 0.040 hartree
* SMILES string: C=NN1C[C@@H]1C
* ΔE to the lowest compared entry with this formula, charge and spin: 330.70 kJ/mol
* gap between HOMO and LUMO: 10.02 eV
* multiplicity: 1

Cartesian coordinates (Å):
1 C 2.5629 -0.3040 -0.7399
2 N 1.6049 0.5729 -0.4369
3 N 0.3299 0.0707 -0.3532
4 C -0.1024 -0.8589 0.6612
5 C -0.6883 0.4841 0.6134
6 C -2.0341 0.7130 -0.0565
7 H 3.5084 0.0738 -1.1517
8 H 2.3776 -1.3809 -0.9583
9 H -0.4260 -1.8174 0.2040
10 H 0.5968 -1.0492 1.4987
11 H -0.3682 1.2025 1.4850
12 H -2.1386 0.1384 -1.0726
13 H -2.9369 0.3421 0.6076
14 H -2.2860 1.8131 -0.3007